1.
ORCA calculation (the ωB97M-V functional and the def2-TZVPD basis) on one molecule with the formula C6H9NO in a non-equilibrium geometry.

Last column: Löwdin charge in e.
Atoms and positions in Å:
C  -1.64323  0.07184  -0.59167  -0.163
C  0.10975  -0.83804  0.10781  -0.310
C  1.59651  -1.11013  -0.01885  -0.131
C  0.92691  1.16563  -0.08422  -0.147
C  -0.67476  1.19214  -0.08976  -0.108
C  0.15679  0.49049  0.92749  -0.171
H  -2.66518  0.41948  -0.35382  0.117
H  -1.50960  -0.01800  -1.68325  0.121
H  -1.68228  -1.29562  0.97751  0.089
H  0.17173  -0.54464  -0.97626  0.132
H  1.87578  -1.83981  -0.77644  0.127
H  2.11942  -1.26799  0.92350  0.116
H  1.45100  2.06870  0.13340  0.135
H  -1.09313  2.19298  0.03349  0.126
H  0.22506  0.39792  2.00842  0.153
N  -1.28704  -1.25930  0.05559  0.031
O  1.92228  0.17436  -0.59293  -0.118

- Total charge: 0
- Highest occupied orbital energy: -9.4 eV
- DFT total energy: -9900.0807 eV
- Largest force on an atom: 1.53 eV Å⁻¹
- Kohn-Sham gap: 10.43 eV
- Relative energy (zero: lowest compared OMol25 entry of this formula, charge and spin): 5.5234 eV
- SMILES: C1N[C@@H]2CO[C@H]3[C@@H]1[C@H]32

---

2.
ORCA calculation (the ωB97M-V functional and the def2-TZVPD basis) on an isolated ion of composition C9H10O3P and charge -1 in a non-equilibrium geometry.

Last column: Löwdin charge in e.
Atoms and positions in Å:
C  0.58953  0.48229  -2.50691  -0.093
C  0.21143  1.78464  -2.36313  -0.131
C  0.40363  -0.41513  -1.43024  -0.051
C  -0.35839  2.22352  -1.17842  -0.091
C  0.03023  0.00347  -0.20137  -0.171
C  -0.37079  1.36105  -0.10627  -0.231
C  0.13722  -0.79104  1.08769  -0.726
C  1.31914  -1.80248  0.95751  -0.072
C  -1.11525  -1.79789  1.15087  -0.026
O  -2.25173  1.76498  1.99617  -0.355
O  -0.14829  3.34077  1.70681  -0.377
O  0.29499  -0.11816  2.19365  -0.186
P  -0.87212  2.01350  1.46660  0.667
H  0.89068  -0.00448  -3.46476  0.107
H  0.58285  2.44119  -3.15665  0.100
H  0.60794  -1.50213  -1.35952  0.111
H  -0.71064  3.30318  -1.09900  0.132
H  1.71621  -2.22852  1.96191  0.106
H  2.32406  -1.44118  0.55237  0.092
H  0.97984  -2.53457  0.29278  0.017
H  -2.09609  -1.35706  1.27381  0.065
H  -1.10103  -2.46898  2.01653  0.078
H  -1.06343  -2.25699  0.20957  0.035

- Total charge: -1
- Highest occupied orbital energy: -4.4 eV
- DFT total energy: -24927.7400 eV
- Largest force on an atom: 4.24 eV Å⁻¹
- Kohn-Sham gap: 7.75 eV
- Relative energy (zero: lowest compared OMol25 entry of this formula, charge and spin): 0.1145 eV
- SMILES: CC(C)([O-])c1ccccc1P(=O)=O

---

3.
ORCA calculation (the ωB97M-V functional and the def2-TZVPD basis) on one molecule with the formula C3H5N5O2 in a non-equilibrium geometry.

Last column: Löwdin charge in e.
Atoms and positions in Å:
C  -0.38699  -0.30022  0.12883  -0.040
C  0.01160  -0.61580  -1.18991  -0.400
C  0.66150  0.80123  0.53409  -0.230
N  1.20564  -0.06924  -1.47481  0.049
N  1.54161  0.77807  -0.42790  0.002
N  -0.83361  -1.33020  -1.93852  0.125
N  0.89116  1.52443  1.66776  0.150
N  -1.44447  -0.65287  0.91361  -0.413
O  -2.36855  -1.37995  0.41905  -0.003
O  -1.45404  -0.31268  2.02280  0.091
H  2.53045  1.16274  -0.23346  0.206
H  -1.75582  -1.68313  -1.62197  0.106
H  -0.41273  -1.71232  -2.86719  0.155
H  0.29959  1.45972  2.46559  0.088
H  1.51465  2.33023  1.60203  0.114

- Total charge: 0
- Highest occupied orbital energy: -8.4 eV
- DFT total energy: -14733.5060 eV
- Largest force on an atom: 5.81 eV Å⁻¹
- Kohn-Sham gap: 8.80 eV
- Relative energy (zero: lowest compared OMol25 entry of this formula, charge and spin): 3.0698 eV
- SMILES: Nc1n[nH]c(N)c1[N+](=O)[O-]